The following is a DFT calculation (ωB97M-V with the def2-TZVPD basis set) of a structure of composition C17H33BrGeN2O5SbSe4Ti.

Summary:
Charge: -2
HOMO energy (spin up / spin down) in eV: -1.660 / -1.661
Energy above the lowest of the compared OMol25 structures with the same formula, charge and spin in eV: 0.000
E_LUMO (spin up / spin down) in eV: 3.46 / 3.46
Orbital gap (spin up / spin down) in eV: 5.1 / 5.1
Multiplicity: 2

Element x y z (Å)
1 Ti -0.1498 0.4256 -0.1634
2 C -1.3716 -1.9033 1.4590
3 O -0.1020 -1.3041 1.1336
4 C 0.8171 -1.4196 2.2312
5 C 1.4081 -0.0655 2.5231
6 O 1.8442 0.4144 1.2637
7 C 2.8169 1.4579 1.3045
8 C 2.2796 2.8109 1.6619
9 O 1.6294 3.3746 0.5478
10 C 0.9796 4.5828 0.9020
11 H -1.2121 -2.9700 1.6534
12 H -2.0101 -1.7722 0.5950
13 H -1.7990 -1.4125 2.3348
14 H 1.5914 -2.1301 1.9252
15 H 0.2861 -1.7765 3.1154
16 H 2.2616 -0.1643 3.2045
17 H 0.6745 0.6095 2.9761
18 H 3.2702 1.4779 0.3120
19 H 3.5774 1.1695 2.0415
20 H 3.1255 3.4538 1.9620
21 H 1.5964 2.7560 2.5198
22 H 1.7026 5.3038 1.3121
23 H 0.2070 4.3916 1.6558
24 H 0.5355 4.9760 -0.0060
25 Se -1.6269 -0.5039 4.8135
26 Sb -1.9255 1.7909 4.0338
27 Se -1.6948 1.5947 1.3368
28 Se -0.1023 3.2687 4.6368
29 Se -4.1582 2.6715 4.2187
30 N -0.9060 3.3232 -1.4704
31 N -0.1228 2.1170 -1.6280
32 H -1.4504 3.1898 -0.6160
33 H -1.5670 3.3584 -2.2380
34 H 0.8525 2.3757 -1.7356
35 H -0.4061 1.6131 -2.4613
36 Br 6.3067 -4.3063 -0.8063
37 C 4.5009 -3.6951 -0.8663
38 C 3.4805 -4.5878 -0.5814
39 C 2.1685 -4.1427 -0.6286
40 C 1.8857 -2.8195 -0.9460
41 C 2.9228 -1.9446 -1.2260
42 C 4.2428 -2.3778 -1.1961
43 C 2.6522 -0.4823 -1.5891
44 O 3.5597 0.1537 -2.1164
45 O 1.4810 -0.0646 -1.3282
46 H 3.7129 -5.6129 -0.3250
47 H 1.3599 -4.8288 -0.4084
48 H 0.8688 -2.4518 -0.9665
49 H 5.0320 -1.6797 -1.4349
50 C -3.8646 -1.7073 -3.3473
51 Ge -3.2043 -0.5054 -1.9177
52 C -3.5865 1.3185 -2.5421
53 C -4.3562 -0.8164 -0.3733
54 C -1.3124 -0.7387 -1.6323
55 H -4.9191 -1.5241 -3.5675
56 H -3.7548 -2.7494 -3.0383
57 H -3.2868 -1.5635 -4.2632
58 H -4.5943 1.3713 -2.9607
59 H -2.8826 1.6347 -3.3176
60 H -3.5277 2.0060 -1.6959
61 H -5.3955 -0.6295 -0.6531
62 H -4.0729 -0.1461 0.4399
63 H -4.2850 -1.8460 -0.0152
64 H -0.8453 -0.5442 -2.6106
65 H -1.1376 -1.8050 -1.4410

natural (NBO) atomic charge list, values in e, 6 entries: 1.393 -0.262 -0.605 -0.089 -0.091 -0.562



The following is a DFT calculation (ωB97M-V with the def2-TZVPD basis set) of a structure of composition C18H17CoN3O10P2S2.

Summary:
Charge: -1
HOMO energy in eV: -5.509
Energy above the lowest of the compared OMol25 structures with the same formula, charge and spin in eV: 0.000
E_LUMO in eV: 1.13
Orbital gap in eV: 6.6
Multiplicity: 1

Element x y z (Å)
1 Co -0.2518 -0.3325 0.2907
2 O -3.3639 1.2554 -0.4331
3 P -2.7338 -0.1238 -0.9994
4 O -3.7047 -0.8414 -1.8268
5 O -2.0979 -0.7871 0.2287
6 O -1.4373 0.4783 -1.7902
7 P -0.2645 -0.4831 -2.4722
8 O 0.9089 0.5935 -2.6325
9 O -0.6321 -1.0692 -3.7559
10 O 0.0964 -1.3636 -1.2679
11 H -4.1472 1.4666 -0.9536
12 H 1.3612 0.7104 -1.7783
13 C -4.9530 7.4519 2.4880
14 O -3.9519 6.8349 1.7059
15 C -2.7714 6.5447 2.3179
16 C -2.4624 6.8804 3.6294
17 C -1.2151 6.5431 4.1408
18 C -0.2797 5.8506 3.3846
19 C -0.6016 5.5341 2.0565
20 C -1.8275 5.8800 1.5342
21 N 0.9584 5.5995 4.0409
22 N 1.8407 4.8205 3.6170
23 C 1.6352 3.6463 2.8718
24 C 2.7511 3.2414 2.1580
25 C 2.7512 2.1907 1.2382
26 C 1.5890 1.4675 1.0285
27 O 1.4537 0.4940 0.1745
28 C 0.4563 1.8036 1.8402
29 N -0.6183 0.9985 1.6364
30 C -1.7073 1.1337 2.3552
31 C -1.7594 2.0842 3.3860
32 C -0.6951 2.9156 3.6044
33 C 0.4548 2.8394 2.7832
34 H -5.8117 7.5822 1.8352
35 H -4.6280 8.4296 2.8549
36 H -5.2369 6.8249 3.3380
37 H -3.1701 7.4001 4.2588
38 H -0.9517 6.8065 5.1578
39 H 0.1147 5.0314 1.4223
40 H -2.0841 5.6343 0.5119
41 H 3.6496 3.8274 2.3106
42 H 3.6417 1.9330 0.6814
43 H -2.5218 0.4654 2.1124
44 H -2.6420 2.1388 4.0074
45 H -0.7302 3.6223 4.4201
46 C 2.5347 -3.9794 -0.1745
47 O 1.7556 -2.8817 0.2987
48 C 1.3351 -2.8893 1.5407
49 S 1.7258 -4.0046 2.6917
50 S 0.3086 -1.5580 1.9722
51 H 2.7313 -3.7483 -1.2170
52 H 1.9689 -4.9053 -0.0818
53 H 3.4580 -4.0647 0.3969

natural (NBO) atomic charge list, values in e, 6 entries: 1.134 -1.013 2.534 -1.103 -1.099 -1.114



The following is a DFT calculation (ωB97M-V with the def2-TZVPD basis set) of a structure of composition C6H12N2OOsP.

Summary:
Charge: +1
HOMO energy (spin up / spin down) in eV: -9.370 / -13.312
Energy above the lowest of the compared OMol25 structures with the same formula, charge and spin in eV: 2.323
E_LUMO (spin up / spin down) in eV: -3.38 / -4.95
Orbital gap (spin up / spin down) in eV: 6.0 / 8.4
Multiplicity: 5

Element x y z (Å)
1 C 0.9496 0.5726 -2.1446
2 C 0.0924 0.0358 -3.1028
3 C -0.4112 -1.2490 -2.9786
4 C -0.3684 -1.9090 -1.7780
5 C 0.3405 -1.5352 -0.6785
6 Os -0.5413 0.0432 -1.1894
7 P -0.1074 2.1229 0.0067
8 H 1.5771 1.4287 -2.4566
9 H -0.0061 0.5451 -4.0330
10 H -0.7822 -1.7684 -3.8544
11 H 0.3820 -2.1950 0.1990
12 H -0.7469 -2.8986 -1.7127
13 H -1.0791 2.6516 0.8821
14 H 0.0330 3.3371 -0.6880
15 H 0.9555 2.4130 0.8955
16 N 1.1002 -0.1942 3.0147
17 C -0.0523 -0.1827 2.3278
18 N -1.1663 -0.1943 3.0744
19 O -0.0565 -0.0978 1.0703
20 H 1.1351 -0.2290 4.0222
21 H 1.9560 -0.2292 2.4607
22 H -2.0583 -0.2321 2.5805
23 H -1.1453 -0.2354 4.0827

natural (NBO) atomic charge list, values in e, 6 entries: -0.296 -0.389 -0.188 -0.442 -0.278 0.871



The following is a DFT calculation (ωB97M-V with the def2-TZVPD basis set) of a cluster of 5 separate species, C19H35BN2O10P in total.

Summary:
Charge: -1
HOMO energy in eV: -4.031
E_LUMO in eV: 2.44
Orbital gap in eV: 6.5
Multiplicity: 1

Element x y z (Å)
1 C 0.1677 -3.1021 -2.6995
2 C 1.2772 -3.1691 -1.6626
3 C 2.0677 -4.4666 -1.7176
4 N 1.6073 -2.2564 -0.8589
5 B 0.7418 -1.0151 -0.5044
6 P 1.6797 0.5957 -1.0400
7 N 0.9547 1.8527 -1.6100
8 O 2.8594 0.1479 -2.0998
9 O 2.5148 1.0118 0.3328
10 H 0.6132 -3.2805 -3.6847
11 H -0.5802 -3.8862 -2.5573
12 H -0.3084 -2.1272 -2.7024
13 H 1.3986 -5.3286 -1.7078
14 H 2.7474 -4.5032 -0.8684
15 H 2.6665 -4.5174 -2.6371
16 H -0.3869 -0.9917 -0.9560
17 H 0.7573 -0.8867 0.6987
18 H 1.1176 2.7080 -1.0964
19 H 3.2694 -0.6655 -1.7786
20 H 2.8500 0.2129 0.7538
21 O 0.0476 -6.6406 -3.4391
22 C 0.9305 -6.7542 -4.2317
23 O 1.7390 -7.8516 -4.2701
24 C 2.7832 -7.6662 -5.2345
25 C 2.2565 -6.6141 -6.2068
26 C 1.3771 -5.7682 -5.2943
27 H 3.6792 -7.3243 -4.7104
28 H 2.9897 -8.6296 -5.6959
29 H 3.0529 -6.0625 -6.7021
30 H 1.6455 -7.0932 -6.9738
31 H 1.9343 -4.9766 -4.7902
32 H 0.5099 -5.3265 -5.7775
33 O -0.1664 -1.7943 2.7190
34 C -0.8324 -0.9508 3.2265
35 O -0.2748 0.1786 3.7632
36 C -1.2761 1.0109 4.3539
37 C -2.5831 0.6039 3.6778
38 C -2.3419 -0.8741 3.3878
39 H -1.3009 0.8177 5.4315
40 H -0.9942 2.0481 4.1848
41 H -3.4585 0.8082 4.2923
42 H -2.6892 1.1470 2.7374
43 H -2.6261 -1.5206 4.2212
44 H -2.8213 -1.2348 2.4814
45 O -0.5036 5.2677 4.1501
46 C 0.2459 4.6118 3.4697
47 O 0.1892 3.2714 3.4469
48 C 1.2646 2.7260 2.6326
49 C 1.6552 3.8682 1.7065
50 C 1.3642 5.0939 2.5731
51 H 2.0736 2.4338 3.3057
52 H 0.8980 1.8453 2.1165
53 H 2.6826 3.7900 1.3607
54 H 1.0004 3.8688 0.8374
55 H 2.2274 5.3604 3.1892
56 H 1.0351 5.9630 2.0128
57 O -1.0883 5.2380 0.8884
58 C -2.2735 5.3191 1.0148
59 O -3.1392 4.6098 0.2523
60 C -4.4905 4.9698 0.5652
61 C -4.4354 5.5572 1.9735
62 C -3.0458 6.1846 1.9919
63 H -4.8316 5.7019 -0.1718
64 H -5.1023 4.0748 0.4804
65 H -5.2490 6.2515 2.1750
66 H -4.4827 4.7527 2.7089
67 H -3.0426 7.2071 1.6073
68 H -2.5475 6.1684 2.9590

natural (NBO) atomic charge list, values in e, 6 entries: -0.696 0.291 -0.666 -0.625 -0.414 2.017



The following is a DFT calculation (ωB97M-V with the def2-TZVPD basis set) of a cluster of 2 separate species, C2H2NO2S2 in total.

Summary:
Charge: -1
HOMO energy in eV: -2.772
Energy above the lowest of the compared OMol25 structures with the same formula, charge and spin in eV: 0.426
E_LUMO in eV: 2.83
Orbital gap in eV: 5.6
Multiplicity: 1

Element x y z (Å)
1 C 0.1082 -0.2610 1.7584
2 C -3.0016 0.5641 -0.2634
3 N 0.3140 0.4579 0.6219
4 O -2.5497 1.4727 -0.8375
5 O -0.9501 -0.3119 2.3426
6 S -3.7463 -0.6313 0.3799
7 S 1.4736 -1.2362 2.1142
8 H -0.4985 0.9408 0.4921
9 H 1.0812 1.0752 0.7487

natural (NBO) atomic charge list, values in e, 6 entries: 0.480 0.435 -0.853 -0.485 -0.704 0.048



The following is a DFT calculation (ωB97M-V with the def2-TZVPD basis set) of a cluster of 3 separate species, C3H6FNO in total.

Summary:
HOMO energy in eV: -9.025
Energy above the lowest of the compared OMol25 structures with the same formula, charge and spin in eV: 4.892
E_LUMO in eV: -0.37
Orbital gap in eV: 8.6
Multiplicity: 1

Element x y z (Å)
1 C -2.2134 -0.7363 0.0442
2 C 0.8981 0.3942 -0.9260
3 C 0.8857 1.3115 1.3430
4 N 0.6999 0.6015 0.4324
5 O -2.0460 0.0954 -0.8188
6 F -0.2485 -1.0187 0.8049
7 H -2.2158 -1.8167 -0.1719
8 H 1.5430 1.1666 -1.3439
9 H 1.3316 -0.5955 -1.0602
10 H -0.0863 0.4028 -1.4028
11 H 0.6634 1.3898 2.3780
12 H -2.5215 -0.4729 1.0655

natural (NBO) atomic charge list, values in e, 6 entries: 0.348 -0.457 0.236 -0.059 -0.634 -0.667



The following is a DFT calculation (ωB97M-V with the def2-TZVPD basis set) of an isolated molecule of C4H11NO2.

Summary:
HOMO energy in eV: -8.771
Energy above the lowest of the compared OMol25 structures with the same formula, charge and spin in eV: 3.671
E_LUMO in eV: 0.76
SMILES: C[C@H](O)CNCO
Orbital gap in eV: 9.5
Multiplicity: 1

Element x y z (Å)
1 C 0.8075 0.2471 0.0677
2 C -0.4998 0.9782 -0.5069
3 C -0.3908 1.0594 -2.0939
4 O -0.5805 2.2834 0.2153
5 N 0.5694 -0.2536 1.4062
6 C -0.0412 -1.6287 1.5118
7 O 0.1629 -2.7898 0.6119
8 H 1.2133 -0.6952 -0.5051
9 H 1.3899 1.1601 -0.0228
10 H -1.2287 0.2613 -0.3813
11 H -0.6711 0.0104 -2.4275
12 H -1.2962 1.6425 -2.2222
13 H 0.4962 1.6786 -2.5168
14 H 0.2923 2.5255 0.6197
15 H 1.2231 0.0193 2.1320
16 H -1.1727 -1.4463 1.4031
17 H 0.4006 -2.0360 2.4735
18 H -0.6741 -3.0163 0.2351

natural (NBO) atomic charge list, values in e, 6 entries: -0.258 0.106 -0.656 -0.732 -0.674 0.085



The following is a DFT calculation (ωB97M-V with the def2-TZVPD basis set) of a structure of composition C56H39N7RhSe.

Summary:
Charge: +1
HOMO energy in eV: -9.535
E_LUMO in eV: -3.67
Orbital gap in eV: 5.9
Multiplicity: 1

Element x y z (Å)
1 Rh 0.2200 -0.5785 0.0384
2 C -5.1647 -0.8630 -5.4713
3 C -4.8605 0.3287 -4.8291
4 C -3.8789 0.3594 -3.8492
5 C -3.1894 -0.7996 -3.5048
6 C -3.5007 -1.9917 -4.1534
7 C -4.4834 -2.0233 -5.1317
8 C -2.1528 -0.7693 -2.4320
9 C -0.8269 -1.0322 -2.7835
10 C -0.3718 -1.3532 -4.1134
11 C 0.9613 -1.5566 -4.0438
12 C 1.3603 -1.3279 -2.6776
13 C 2.6788 -1.3071 -2.2314
14 C 3.7323 -1.7512 -3.1886
15 C 4.6737 -0.8591 -3.6951
16 C 5.6425 -1.2917 -4.5883
17 C 5.6808 -2.6211 -4.9848
18 C 4.7440 -3.5158 -4.4875
19 C 3.7742 -3.0824 -3.5956
20 C 3.0796 -0.8617 -0.9690
21 N 2.2492 -0.4939 0.0535
22 C 3.0344 -0.1219 1.1097
23 C 2.5909 0.1741 2.4038
24 C 3.6310 0.5107 3.4192
25 C 4.3627 1.6902 3.3138
26 C 5.3428 1.9958 4.2466
27 C 5.6035 1.1218 5.2923
28 C 4.8804 -0.0576 5.4028
29 C 3.8982 -0.3615 4.4716
30 C 1.2628 0.1093 2.8192
31 C 0.8112 0.3116 4.1750
32 C -0.5191 0.0863 4.1896
33 C -0.9176 -0.2047 2.8328
34 N 0.1841 -0.1879 2.0356
35 C -2.2327 -0.4114 2.4169
36 C -2.6254 -0.4981 1.0846
37 C -3.9918 -0.4964 0.6333
38 C -3.9719 -0.5097 -0.7181
39 C -2.5918 -0.5480 -1.1257
40 N -1.8007 -0.5264 -0.0077
41 C -3.3045 -0.5116 3.4489
42 C -3.9732 -1.7208 3.6226
43 C -4.9683 -1.8446 4.5809
44 C -5.3094 -0.7583 5.3736
45 C -4.6577 0.4543 5.1971
46 C -3.6613 0.5770 4.2403
47 C 4.4147 -0.2614 0.7363
48 C 4.4417 -0.7353 -0.5316
49 N 0.2493 -1.0160 -1.9423
50 H -5.9325 -0.8881 -6.2330
51 H -5.3855 1.2373 -5.0932
52 H -3.6411 1.2902 -3.3473
53 H -2.9731 -2.8994 -3.8845
54 H -4.7205 -2.9566 -5.6253
55 H -1.0008 -1.4035 -4.9860
56 H 1.6326 -1.7998 -4.8505
57 H 4.6357 0.1833 -3.4013
58 H 6.3644 -0.5872 -4.9800
59 H 6.4377 -2.9583 -5.6803
60 H 4.7675 -4.5535 -4.7934
61 H 3.0472 -3.7824 -3.1999
62 H 4.1559 2.3757 2.5002
63 H 5.9007 2.9186 4.1572
64 H 6.3679 1.3595 6.0200
65 H 5.0824 -0.7449 6.2138
66 H 3.3397 -1.2868 4.5533
67 H 1.4397 0.5961 5.0018
68 H -1.1805 0.1243 5.0383
69 H -4.8518 -0.4559 1.2805
70 H -4.8132 -0.4961 -1.3905
71 H -3.7051 -2.5712 3.0063
72 H -5.4769 -2.7912 4.7078
73 H -6.0817 -0.8551 6.1250
74 H -4.9305 1.3101 5.8005
75 H -3.1726 1.5322 4.0870
76 H 5.2548 -0.0480 1.3759
77 H 5.3094 -0.9801 -1.1204
78 N 0.2638 1.3984 -0.6128
79 C -0.4615 2.4717 0.0440
80 C -0.2068 2.8073 1.3634
81 C -0.9309 3.8335 1.9513
82 C -1.9075 4.5106 1.2337
83 C -2.1523 4.1685 -0.0875
84 C -1.4260 3.1494 -0.6857
85 H -0.0614 1.3258 -1.5738
86 H 1.2630 1.5987 -0.6410
87 H 0.5552 2.2854 1.9264
88 H -0.7314 4.0984 2.9813
89 H -2.4701 5.3075 1.7007
90 H -2.9052 4.6954 -0.6582
91 H -1.6173 2.8780 -1.7185
92 Se -1.4607 -3.3871 -0.1194
93 N 0.0529 -2.6077 0.4730
94 C 0.9698 -3.5596 0.6265
95 C 2.2957 -3.3981 1.1354
96 C 3.0922 -4.4894 1.2195
97 C 2.6498 -5.8002 0.8331
98 C 1.3901 -6.0098 0.3958
99 C 0.5051 -4.8875 0.2907
100 N -0.7459 -4.9846 -0.1115
101 H 2.6333 -2.4310 1.4688
102 H 4.0963 -4.3791 1.6087
103 H 3.3390 -6.6290 0.9217
104 H 1.0199 -6.9905 0.1322

Löwdin atomic charge list, values in e, 6 entries: 1.178 -0.075 -0.067 -0.036 -0.217 -0.036



The following is a DFT calculation (ωB97M-V with the def2-TZVPD basis set) of an isolated molecule of C19H26N6O2.

Summary:
HOMO energy in eV: -7.697
Energy above the lowest of the compared OMol25 structures with the same formula, charge and spin in eV: 1.723
E_LUMO in eV: 0.08
SMILES: CCOc1ccc2nc(NC3=NCN(C[C@H]4CCCO4)CN3)nc(C)c2c1
Orbital gap in eV: 7.8
Multiplicity: 1

Element x y z (Å)
1 C 3.5918 6.4060 0.0190
2 C 4.1585 5.5220 -1.0884
3 O 4.5961 4.2648 -0.6137
4 C 3.6909 3.2997 -0.2893
5 C 4.2157 2.1578 0.2839
6 C 3.3861 1.0889 0.6401
7 C 3.8332 -0.1308 1.2333
8 N 2.9961 -1.0817 1.5394
9 C 1.6760 -0.8958 1.2880
10 N 1.1476 0.1789 0.7452
11 C 1.9882 1.1819 0.4123
12 C 1.4741 2.3498 -0.1769
13 C 2.3040 3.3830 -0.5196
14 H 1.8766 4.2623 -0.9759
15 H 0.4116 2.4126 -0.3532
16 N 0.9026 -1.9501 1.6499
17 C -0.4693 -2.1219 1.5193
18 N -0.9303 -3.2821 1.8010
19 C -2.3467 -3.4546 1.5967
20 N -2.9123 -2.6252 0.5400
21 C -2.6083 -1.2431 0.8237
22 N -1.1964 -1.0488 1.1270
23 H -0.6718 -0.2568 0.7700
24 H -3.2096 -0.9323 1.6916
25 H -2.8790 -0.6301 -0.0378
26 C -2.4972 -3.0201 -0.7993
27 H -2.2823 -4.0906 -0.8007
28 C -3.6142 -2.7698 -1.8256
29 C -4.9348 -3.4418 -1.4252
30 H -5.0450 -4.4253 -1.8755
31 C -5.9838 -2.4408 -1.8992
32 H -6.9161 -2.4986 -1.3429
33 C -5.2462 -1.1252 -1.6688
34 H -5.5906 -0.3080 -2.3065
35 O -3.8925 -1.3812 -1.9915
36 H -5.3314 -0.8211 -0.6153
37 H -6.1899 -2.5752 -2.9620
38 H -4.9607 -3.5327 -0.3389
39 H -3.2592 -3.1413 -2.7988
40 H -1.5905 -2.4927 -1.1255
41 H -2.8860 -3.2233 2.5262
42 H -2.5235 -4.5073 1.3578
43 H 1.3935 -2.7534 2.0165
44 C 5.2762 -0.3738 1.5285
45 H 5.3900 -1.3587 1.9714
46 H 5.8616 -0.3180 0.6125
47 H 5.6499 0.3796 2.2195
48 H 5.2802 2.1087 0.4470
49 H 3.4339 5.4014 -1.9033
50 H 5.0619 5.9799 -1.5012
51 H 4.3378 6.5432 0.7978
52 H 2.7092 5.9548 0.4661
53 H 3.3240 7.3769 -0.3887

natural (NBO) atomic charge list, values in e, 6 entries: -0.639 -0.062 -0.494 0.283 -0.218 -0.182